# 1
# C5H9ClN2

An isolated molecule of C5H9ClN2 in a non-equilibrium geometry (ωB97M-V with the def2-TZVPD basis set, the Open Molecules 2025 dataset).

Computed properties:
Charge = 0
SMILES string = N[C@H]1C[C@H]2N[C@H]2[C@@H]1Cl
Orbital gap = 10.81 eV
Multiplicity = 1
Relative energy (zero: lowest compared OMol25 entry of this formula, charge and spin) = 250.9 kJ/mol
E_tot = -765.53452 a.u.

Last column: natural (NBO) charge in e.
Positions of all 17 atoms, in Å:
N -0.096521 1.933427 -0.839826  -0.83
C 0.481215 1.106334 0.340089  -0.06
C -0.553548 0.201408 1.131577  -0.45
C -0.714654 -1.162371 0.473404  -0.09
N -1.111659 -1.027513 -0.888576  -0.57
C 0.297289 -1.283907 -0.548108  -0.13
C 1.182137 -0.047433 -0.559451  -0.19
Cl 2.841647 -0.343822 0.013294  -0.07
H -1.027699 1.424963 -0.973747  0.36
H -0.564495 2.713565 -0.476329  0.35
H 1.312471 1.630665 0.936387  0.23
H -1.473938 0.807843 1.420145  0.22
H -0.156580 -0.034702 2.161650  0.23
H -1.043170 -2.079580 1.015714  0.21
H -1.302792 -2.025040 -1.012085  0.35
H 0.789364 -2.191159 -0.712790  0.22
H 1.140940 0.377330 -1.481349  0.23

Cartesian forces (eV/Å) of the 6 atoms listed first:
N -1.73 -2.44 1.64
C 0.56 -1.95 -2.03
C 0.00 1.22 2.91
C -0.38 0.97 2.48
N 0.02 -2.06 -1.38
C 1.69 2.19 0.88


# 2
# C5H9ClN2

An isolated molecule of C5H9ClN2 in a non-equilibrium geometry (ωB97M-V with the def2-TZVPD basis set, the Open Molecules 2025 dataset).

Computed properties:
Charge = 0
SMILES string = C[C@]12CCCN1N2Cl
Orbital gap = 10.51 eV
Multiplicity = 1
Relative energy (zero: lowest compared OMol25 entry of this formula, charge and spin) = 397.2 kJ/mol
E_tot = -765.47879 a.u.

Last column: natural (NBO) charge in e.
Positions of all 17 atoms, in Å:
C -0.933099 1.776535 -0.581638  -0.63
C -0.413080 0.550527 0.135572  0.21
C 0.893019 0.326963 0.956262  -0.43
C 1.572529 -0.933223 0.313147  -0.44
C 0.464282 -1.642261 -0.469106  -0.21
N -0.627850 -0.637107 -0.680131  -0.28
N -1.405129 -0.407059 0.518646  -0.28
Cl -3.045455 0.040765 0.176049  0.07
H -1.248449 1.498341 -1.506864  0.23
H -0.049342 2.464081 -0.800923  0.21
H -1.794448 2.332609 -0.031314  0.23
H 0.496840 0.249118 1.921624  0.23
H 1.364187 1.287114 0.974968  0.22
H 2.260980 -0.747221 -0.451325  0.22
H 1.872132 -1.734650 0.906972  0.23
H 0.671034 -1.843171 -1.423609  0.20
H -0.078147 -2.581354 0.041674  0.20

Cartesian forces (eV/Å) of the 6 atoms listed first:
C 1.83 3.01 3.09
C 0.24 -0.52 -1.27
C -1.11 0.41 -1.81
C -2.59 0.40 -0.21
C -4.35 0.12 4.10
N -0.20 -0.13 -0.15


# 3
# C5H9ClN3O

An isolated ion of composition C5H9ClN3O and charge +1 in a non-equilibrium geometry (ωB97M-V with the def2-TZVPD basis set, the Open Molecules 2025 dataset).

Computed properties:
Charge = +1
SMILES string = CC1=CC[N@@H+](Cl)N1C(N)=O
Orbital gap (spin up / spin down) = 6.53 / 7.17 eV
Multiplicity = 1
Relative energy (zero: lowest compared OMol25 entry of this formula, charge and spin) = 114.6 kJ/mol
E_tot = -895.25655 a.u.

Last column: natural (NBO) charge in e.
Positions of all 19 atoms, in Å:
C 2.167344 -0.208034 -1.219889  -0.65
C 1.167395 0.109485 -0.140642  0.22
C 1.404500 0.496964 1.195666  -0.19
C 0.103530 0.573046 2.016336  -0.31
N -0.897723 0.346725 0.963235  -0.14
Cl -1.885649 2.098674 0.367481  -0.10
N -0.257940 -0.133887 -0.156240  -0.22
C -0.965382 -0.931240 -1.156953  0.79
N -2.356851 -0.774700 -1.144487  -0.86
O -0.390168 -1.712697 -1.849103  -0.51
H 1.574400 -0.577201 -2.077462  0.27
H 2.827319 -0.941130 -0.860571  0.26
H 2.720900 0.656461 -1.340443  0.25
H 2.298662 0.810445 1.734890  0.26
H 0.093120 -0.064998 2.963722  0.30
H -0.183905 1.585943 2.308173  0.29
H -1.707526 -0.240937 1.184483  0.47
H -2.809745 0.205516 -0.998762  0.43
H -2.902280 -1.298437 -1.789436  0.43

Cartesian forces (eV/Å) of the 6 atoms listed first:
C -3.32 -0.62 0.03
C -0.24 0.29 4.83
C -1.16 0.04 -1.29
C 1.12 0.75 -0.36
N -0.11 -1.66 -2.08
Cl 0.29 -0.30 0.54


# 4
# C5H9ClO

C5H9ClO as an isolated structure in a non-equilibrium geometry (ωB97M-V with the def2-TZVPD basis set, the Open Molecules 2025 dataset).

Computed properties:
Charge = 0
Orbital gap = 9.87 eV
Multiplicity = 1
Relative energy (zero: lowest compared OMol25 entry of this formula, charge and spin) = 217.1 kJ/mol
E_tot = -731.27321 a.u.

Last column: natural (NBO) charge in e.
Positions of all 16 atoms, in Å:
C -0.123963 -0.559385 -0.404305  0.18
C -1.278425 0.370542 -0.079456  0.23
C 1.277396 -0.016217 -0.128737  -0.63
C -0.255608 -1.972222 0.167771  -0.63
C -1.252807 1.853900 -0.176717  -0.68
O -0.577182 -0.378693 -1.696769  -0.57
Cl -2.812729 -0.301355 0.175632  0.08
H 1.540383 -0.148486 0.917224  0.21
H 1.357699 1.031163 -0.397886  0.21
H 1.973548 -0.573040 -0.749615  0.23
H 0.572057 -2.577104 -0.188840  0.22
H -1.186714 -2.433293 -0.145916  0.23
H -0.220220 -1.929240 1.253695  0.21
H -0.264423 2.231176 -0.417524  0.24
H -1.551537 2.244548 0.798807  0.24
H -1.967389 2.213839 -0.915892  0.25

Cartesian forces (eV/Å) of the 6 atoms listed first:
C 0.21 -0.17 0.85
C 1.37 -0.99 -3.07
C -0.44 0.01 -0.13
C -0.09 0.35 -0.25
C 0.05 -0.03 0.18
O -1.07 1.21 2.03